Density functional theory data (wB97M-V/def2-TZVPD) for a molecular structure, C41H98O13 in a non-equilibrium geometry.

Each line ends with the Löwdin charge.
Element x y z (Å)
C1 -0.598 -0.074 -1.025  -0.0719
C2 -1.550 0.598 -0.064  -0.1005
C3 -0.700 0.881 1.177  -0.1655
O1 0.279 -0.134 1.175  -0.1861
C4 0.523 -0.640 -0.097  -0.1591
H1 -0.080 0.630 -1.676  0.0574
H2 -1.070 -0.732 -1.755  0.1047
H3 -2.348 -0.055 0.290  0.0918
H4 -1.929 1.508 -0.529  0.0726
H5 -1.339 0.831 2.059  0.0775
H6 -0.271 1.882 1.214  0.1285
H7 0.446 -1.727 -0.069  0.0636
H8 1.444 -0.283 -0.559  0.1059
C5 -2.145 2.705 5.753  -0.1685
C6 -0.940 2.676 4.813  -0.1198
C7 -1.445 1.702 3.740  -0.1800
O2 -2.196 0.685 4.510  -0.2284
C8 -2.556 1.243 5.787  -0.1752
H9 -2.916 3.356 5.341  0.1131
H10 -1.829 3.117 6.711  0.1080
H11 -0.035 2.349 5.326  0.1076
H12 -0.802 3.647 4.336  0.1184
H13 -0.561 1.308 3.239  0.0031
H14 -2.069 2.126 2.953  0.1386
H15 -1.883 0.728 6.473  0.1143
H16 -3.565 1.004 6.123  0.1182
C9 1.716 -2.333 -1.983  -0.1359
C10 1.816 -1.097 -2.979  -0.1132
C11 0.692 -1.440 -3.974  -0.1562
O3 -0.342 -1.925 -3.127  -0.1590
C12 0.250 -2.810 -2.156  -0.1435
H17 1.964 -2.046 -0.961  0.0395
H18 2.461 -3.059 -2.308  0.0550
H19 2.773 -0.968 -3.485  0.1206
H20 1.706 -0.138 -2.473  0.0547
H21 0.911 -2.158 -4.764  0.1279
H22 0.317 -0.571 -4.516  0.0911
H23 0.136 -3.815 -2.561  0.1407
H24 -0.282 -2.740 -1.207  0.0308
C13 -4.321 0.612 -2.888  -0.1279
C14 -3.689 0.327 -4.247  -0.1015
C15 -2.288 0.949 -4.171  -0.1346
O4 -2.229 1.461 -2.853  -0.1830
C16 -3.158 0.772 -2.020  -0.2139
H25 -5.028 -0.163 -2.591  0.1209
H26 -4.972 1.485 -2.933  0.1230
H27 -4.240 0.755 -5.084  0.1157
H28 -3.608 -0.754 -4.357  0.1184
H29 -2.201 1.812 -4.831  0.1137
H30 -1.459 0.254 -4.305  0.1112
H31 -3.345 1.342 -1.110  0.1439
H32 -2.804 -0.164 -1.588  0.0907
C17 0.457 -3.547 0.677  -0.0950
C18 1.012 -2.691 1.835  -0.1408
C19 0.758 -3.489 3.080  -0.1128
O5 -0.522 -3.973 2.827  0.0525
C20 -0.610 -4.371 1.407  0.0015
H33 1.286 -4.131 0.279  0.1092
H34 -0.029 -2.920 -0.070  0.0246
H35 0.528 -1.716 1.895  0.0809
H36 2.035 -2.338 1.708  0.1108
H37 0.835 -2.911 4.001  0.1373
H38 1.446 -4.328 3.181  0.1415
H39 -1.588 -4.104 1.007  0.1113
H40 -0.469 -5.450 1.349  0.1470
O6 -1.845 3.019 -1.454  -0.0390
H41 -2.103 2.129 -1.692  -0.0251
H42 -2.226 3.571 -2.137  0.1167
C21 4.924 1.633 -1.357  -0.0225
C22 3.528 1.070 -1.544  -0.4357
C23 2.383 2.138 -1.504  -0.0327
O7 3.430 0.310 -2.694  -0.1490
H43 5.056 2.149 -0.406  0.0864
H44 5.163 2.353 -2.140  0.0818
H45 5.750 0.936 -1.496  0.0795
H46 3.461 0.416 -0.674  0.0710
H47 2.276 2.541 -2.511  0.0685
H48 2.447 2.981 -0.817  0.0639
H49 1.428 1.666 -1.273  0.0488
H50 4.080 -0.396 -2.678  0.1217
C24 3.157 -1.423 0.175  -0.2205
C25 4.010 -2.648 0.018  -0.3849
C26 3.452 -3.736 -0.941  -0.0488
O8 5.282 -2.257 -0.466  -0.0126
H51 2.124 -1.607 0.470  0.0414
H52 3.230 -0.884 -0.770  0.0820
H53 3.587 -0.679 0.846  0.0386
H54 4.101 -3.155 0.979  0.1438
H55 2.436 -3.979 -0.629  0.0557
H56 4.100 -4.606 -0.841  0.0961
H57 3.499 -3.459 -1.994  0.0719
H58 5.822 -2.144 0.320  0.0968
C27 2.554 0.369 1.500  -0.0611
C28 1.855 0.382 2.817  -0.3745
C29 2.627 1.263 3.819  0.0060
O9 0.624 0.950 2.652  -0.1998
H59 3.582 0.035 1.639  0.1077
H60 2.540 1.327 0.980  0.1113
H61 2.227 -0.362 0.760  0.0039
H62 1.831 -0.594 3.303  0.1390
H63 2.952 2.169 3.307  0.0808
H64 3.524 0.744 4.159  0.0819
H65 2.007 1.636 4.634  0.0708
H66 0.053 0.423 2.088  -0.1714
C30 0.042 5.010 -1.081  -0.0115
C31 0.111 3.629 -0.288  -0.3724
C32 1.251 3.672 0.826  -0.0306
O10 -1.173 3.463 0.354  -0.1025
H67 -0.212 5.838 -0.419  0.0843
H68 -0.734 4.877 -1.834  0.0345
H69 0.953 5.210 -1.646  0.0770
H70 0.333 2.841 -1.008  0.0846
H71 1.300 2.691 1.297  0.0422
H72 1.027 4.317 1.676  0.0906
H73 2.240 3.906 0.432  0.0658
H74 -1.795 3.496 -0.376  -0.1155
C33 -2.425 -2.289 -0.156  -0.0330
C34 -3.706 -2.772 0.551  -0.4068
C35 -4.723 -3.454 -0.395  -0.0365
O11 -3.260 -3.649 1.591  -0.0635
H75 -2.591 -1.339 -0.664  0.0538
H76 -2.055 -2.987 -0.906  0.1070
H77 -1.645 -2.188 0.599  0.0507
H78 -4.147 -1.932 1.088  0.0834
H79 -4.366 -4.358 -0.889  0.0712
H80 -4.949 -2.758 -1.203  0.0560
H81 -5.633 -3.767 0.118  0.0725
H82 -2.831 -3.110 2.259  -0.3529
C36 -3.025 -0.735 2.417  0.0276
C37 -1.682 -1.540 2.428  -0.2737
C38 -0.774 -0.949 3.567  0.0169
O12 -2.056 -2.868 2.643  0.0999
H83 -2.799 0.316 2.235  0.0725
H84 -3.657 -0.835 3.300  0.1203
H85 -3.666 -1.013 1.580  0.0395
H86 -1.142 -1.456 1.484  0.0941
H87 0.212 -1.412 3.549  0.0469
H88 -1.276 -0.996 4.533  0.1252
H89 -0.518 0.092 3.367  0.0357
H90 -1.213 -3.318 2.734  -0.2775
C39 -0.548 3.332 -4.142  -0.0063
C40 0.835 2.726 -3.975  -0.4155
C41 0.901 1.419 -3.242  -0.1510
O13 1.330 2.540 -5.279  -0.0074
H91 -0.614 3.902 -5.069  0.1017
H92 -0.824 4.052 -3.371  0.0536
H93 -1.354 2.605 -4.238  0.0238
H94 1.492 3.379 -3.400  0.1172
H95 1.852 0.886 -3.243  0.0632
H96 0.205 0.742 -3.737  0.0618
H97 0.425 1.464 -2.262  0.0351
H98 2.173 2.087 -5.201  0.0946

- Molecular weight: 799.2 g/mol
- Spin multiplicity: 1
- F_max: 20.0 eV/Å
- Kohn-Sham gap: 7.13 eV